# 1
{
  "formula": "C5H9N2O4",
  "method": "ωB97M-V/def2-TZVPD",
  "de_lowest_kcal_mol": 70.9,
  "total_charge": -1,
  "energy_ha": -606.3191,
  "largest_force_ev_per_a": 4.5,
  "homo_energy_ev": -4.1,
  "gap_ev": 7.8,
  "elements": ["C", "C", "C", "C", "C", "N", "N", "O", "O", "O", "O", "H", "H", "H", "H", "H", "H", "H", "H", "H"],
  "xyz": [[-0.51212, 1.48644, -1.58339], [0.93622, -0.92470, 0.85501], [0.04995, -0.76582, 2.02966], [-1.77359, 0.04112, 0.69197], [-0.26505, 0.18399, -0.80004], [0.87447, 0.21164, -0.04652], [2.14558, 0.48375, -0.59919], [-1.04567, 1.27791, -2.69788], [-0.21324, 2.61754, -1.20262], [-1.34119, -0.94364, 1.60479], [-0.44376, -0.91068, -1.63752], [1.99398, -1.10238, 1.24020], [0.72888, -1.84013, 0.19247], [0.22442, -1.54646, 2.95350], [-0.05045, 0.14629, 2.56549], [-2.10348, 1.04957, 1.02789], [-2.46632, -0.49888, -0.01005], [2.22439, 1.44914, -0.50679], [2.13804, 0.22256, -1.69977], [-1.10105, -0.63728, -2.37722]]
}

---

# 2
{
  "formula": "C19H31N3O4S",
  "method": "ωB97M-V/def2-TZVPD",
  "de_lowest_kcal_mol": 28.1,
  "total_charge": 0,
  "smiles": "CCN(CC)S(=O)(=O)c1ccc(N2CCOCC2)c(NC(=O)C(C)(C)C)c1",
  "energy_ha": -1606.0084,
  "largest_force_ev_per_a": 1.2,
  "homo_energy_ev": -8.3,
  "gap_ev": 8.8,
  "elements": ["C", "H", "H", "H", "C", "N", "S", "O", "O", "C", "C", "C", "C", "C", "C", "H", "N", "C", "O", "C", "C", "H", "H", "H", "C", "H", "H", "H", "C", "H", "H", "H", "H", "N", "C", "H", "C", "H", "O", "C", "H", "C", "H", "H", "H", "H", "H", "H", "H", "C", "C", "H", "H", "H", "H", "H", "H", "H"],
  "xyz": [[-5.20970, 0.15233, -1.82930], [-5.35246, 1.22573, -1.91316], [-5.20198, -0.28753, -2.82377], [-6.03476, -0.26817, -1.26167], [-3.88027, -0.11145, -1.12904], [-3.83750, 0.49625, 0.18206], [-3.19045, 2.00655, 0.25996], [-3.70828, 2.78359, -0.83023], [-3.36873, 2.50942, 1.59214], [-1.42079, 1.82452, -0.01727], [-0.68721, 2.95329, -0.31686], [0.68724, 2.85866, -0.45592], [1.34157, 1.63752, -0.31310], [0.56061, 0.47919, -0.09747], [-0.81013, 0.59206, 0.08376], [-1.38594, -0.29351, 0.28251], [1.20775, -0.75999, -0.13674], [0.70897, -1.98647, 0.17308], [-0.39779, -2.16604, 0.63807], [1.64364, -3.17637, -0.09738], [3.03192, -2.81069, -0.62229], [3.57891, -2.19182, 0.08720], [2.98061, -2.30722, -1.58667], [3.60280, -3.72659, -0.76458], [1.78129, -3.93824, 1.22637], [2.31201, -4.87447, 1.07124], [0.79629, -4.15505, 1.63084], [2.32931, -3.34368, 1.95486], [0.92231, -4.05779, -1.12562], [0.82643, -3.53709, -2.07665], [1.47593, -4.97957, -1.28788], [-0.07299, -4.30516, -0.76614], [2.13515, -0.70657, -0.53326], [2.73016, 1.47158, -0.43921], [3.45606, 1.02194, 0.74380], [2.82081, 0.38410, 1.35774], [3.93130, 2.21489, 1.58264], [4.53636, 1.87612, 2.42504], [4.75497, 3.06931, 0.82336], [4.04909, 3.58633, -0.28305], [4.76017, 4.19944, -0.83924], [3.51008, 2.45489, -1.17081], [2.91135, 2.85775, -1.98741], [4.36779, 1.91962, -1.59613], [3.22725, 4.22371, 0.07527], [3.05668, 2.76759, 1.96047], [4.33488, 0.45835, 0.40834], [1.25091, 3.75279, -0.66901], [-1.19712, 3.89663, -0.42320], [-3.91430, -0.31575, 1.37240], [-5.32928, -0.82691, 1.62890], [-6.02276, 0.00880, 1.65804], [-5.63898, -1.51604, 0.84709], [-5.36271, -1.34730, 2.58264], [-3.21865, -1.16399, 1.31113], [-3.60700, 0.33586, 2.19141], [-3.07249, 0.32044, -1.72980], [-3.69832, -1.18579, -1.02752]]
}

---

# 3
{
  "formula": "C9H25BN3O5",
  "method": "ωB97M-V/def2-TZVPD",
  "total_charge": 1,
  "energy_ha": -923.0856,
  "largest_force_ev_per_a": 0.9,
  "homo_energy_ev": -11.7,
  "gap_ev": 9.0,
  "elements": ["C", "C", "O", "C", "O", "C", "O", "N", "B", "N", "O", "H", "H", "H", "H", "H", "H", "H", "H", "H", "H", "H", "C", "N", "C", "C", "C", "C", "O", "H", "H", "H", "H", "H", "H", "H", "H", "H", "H", "H", "H", "H", "H"],
  "xyz": [[-1.00569, -0.41348, -1.45751], [-1.39930, -1.27343, -2.65535], [-1.42879, -2.62109, -2.19908], [-1.38702, -3.60155, -3.20686], [-0.42291, -4.55716, -2.82726], [0.84736, -4.02502, -2.80553], [1.24348, -3.33426, -3.70656], [1.57657, -4.30767, -1.64048], [0.89017, -4.03923, -0.34114], [-0.19157, -4.80886, 0.12963], [1.38603, -3.00786, 0.47087], [-1.43181, -0.88173, -0.56371], [0.08372, -0.43790, -1.34679], [-1.35781, 0.61341, -1.55307], [-0.66461, -1.16240, -3.45958], [-2.38159, -0.98565, -3.04596], [-1.12421, -3.14878, -4.16955], [-2.33886, -4.13249, -3.29126], [1.99194, -5.23298, -1.67903], [-0.71402, -5.32081, -0.56669], [-0.81631, -4.34170, 0.77149], [1.04533, -2.15080, 0.19529], [0.60765, 1.53891, 1.31565], [0.78663, 2.76072, 2.16840], [2.22009, 2.81465, 2.59768], [-0.07842, 2.65298, 3.37849], [0.50156, 4.03764, 1.41094], [-0.91742, 4.25415, 0.94310], [-1.28185, 3.23090, 0.03282], [1.07828, 0.70494, 1.83298], [-0.44770, 1.33688, 1.18495], [1.08843, 1.70488, 0.35654], [2.44769, 1.91327, 3.15943], [2.36949, 3.69227, 3.22130], [2.84685, 2.87167, 1.71171], [-1.11332, 2.54648, 3.06915], [0.04731, 3.54765, 3.98365], [0.22594, 1.77414, 3.94083], [1.18538, 4.03933, 0.56282], [0.77062, 4.85117, 2.08397], [-0.92979, 5.22964, 0.44872], [-1.61349, 4.29805, 1.78607], [-2.19404, 3.37113, -0.24107]]
}